{"formula": "C6H4O", "method": "ωB97M-V/def2-TZVPD", "species": ["C", "C", "C", "C", "C", "C", "O", "H", "H", "H", "H"], "xyz": [[-1.41853, -0.00239, 3.06141], [-0.90217, 0.15506, 1.92270], [-0.35521, -0.03114, 0.60383], [0.95463, -0.34920, 0.15824], [1.04911, -0.00496, -1.18948], [-0.18132, 0.52095, -1.52297], [-1.02333, 0.52963, -0.50781], [-0.88112, -1.01952, 0.92411], [1.70179, -0.81575, 0.78677], [1.89288, -0.13277, -1.85265], [-0.56947, 0.88849, -2.46431]], "forces_ev_per_angstrom": [[0.332, 0.036, -0.789], [-0.264, 0.135, 0.732], [0.179, -0.009, -0.027], [-0.083, -0.016, 0.008], [-0.043, 0.021, 0.034], [0.049, -0.010, 0.003], [0.023, 0.044, -0.063], [0.008, -0.235, -0.031], [-0.126, 0.073, -0.086], [-0.146, 0.020, 0.100], [0.070, -0.058, 0.119]], "total_energy_ha": -306.01689, "spin_multiplicity": 1, "lumo_ev": [-1.529, -1.534], "relative_energy_kcal_mol": 122.1, "gap_ev": [6.9, 6.8]}